--- P ---
C4H5NOS in the gas phase. Source: the OMol25 dataset; level of theory: wB97M-V/def2-TZVPD.

Computed properties:
SMILES string = O=CC(=S)N1CC1
Net charge = 0
HOMO level = -9.14 eV
Multiplicity = 1
LUMO energy = -1.0 eV

Structure (XYZ):
```
12
C4H5NOS (wB97M-V/def2-TZVPD)
O 0.91 -2.01 -0.99
C 1.61 -1.02 -0.81
C 1.08 0.31 -0.25
S 2.15 1.47 0.23
N -0.30 0.52 -0.28
C -1.17 0.99 0.73
C -1.33 -0.41 0.20
H 2.73 -0.90 -1.04
H -0.71 1.18 1.71
H -1.79 1.79 0.34
H -1.06 -1.32 0.76
H -2.13 -0.60 -0.59
```

natural (NBO) population analysis, charges in e, atoms 1 to 2: -0.49 0.38

***

--- Q ---
C4H5NOS in the gas phase. Source: the OMol25 dataset; level of theory: wB97M-V/def2-TZVPD.

Computed properties:
SMILES string = Nc1occc1S
Net charge = 0
HOMO level = -7.77 eV
Multiplicity = 1
LUMO energy = 0.7 eV

Structure (XYZ):
```
12
C4H5NOS (wB97M-V/def2-TZVPD)
N -0.69 2.05 0.05
C -0.67 0.74 0.01
O -1.92 0.01 0.08
C -1.55 -1.33 0.06
C -0.20 -1.55 -0.04
C 0.32 -0.23 -0.07
S 2.11 -0.07 -0.06
H 0.18 2.44 -0.34
H -1.56 2.44 -0.46
H -2.38 -2.04 -0.23
H 0.37 -2.43 -0.07
H 2.34 0.42 1.28
```

natural (NBO) population analysis, charges in e, atoms 1 to 2: -0.80 0.47

***

--- R ---
C4H5NOS in the gas phase. Source: the OMol25 dataset; level of theory: wB97M-V/def2-TZVPD.

Computed properties:
SMILES string = C=C(C=S)NC=O
Net charge = 0
HOMO level = -9.34 eV
Multiplicity = 1
LUMO energy = -1.1 eV

Structure (XYZ):
```
12
C4H5NOS (wB97M-V/def2-TZVPD)
C -0.31 2.13 0.02
C 0.09 0.87 -0.03
C 1.52 0.54 0.02
S 2.20 -0.94 -0.02
N -0.80 -0.22 -0.03
C -2.19 -0.22 -0.04
O -2.81 -1.24 0.02
H 0.38 2.97 -0.05
H -1.33 2.42 0.02
H 2.17 1.42 0.17
H -0.42 -1.10 0.39
H -2.61 0.78 -0.04
```

natural (NBO) population analysis, charges in e, atoms 1 to 2: -0.37 0.08

***

Quick ranking, most stable first: R, Q, P.

***

--- P ---
2 unconnected molecules or ions with the total composition C4H12N2O2. Source: the OMol25 dataset; level of theory: wB97M-V/def2-TZVPD.

Computed properties:
SMILES string = CCC(=O)NCN.O
Net charge = 0
HOMO level = -9.65 eV
Multiplicity = 1
LUMO energy = 0.7 eV

Structure (XYZ):
```
20
C4H12N2O2 (wB97M-V/def2-TZVPD)
C 0.49 2.05 -1.57
C 1.42 0.99 -1.01
C 0.87 0.55 0.35
O 1.05 1.16 1.37
N 0.14 -0.65 0.36
C -0.54 -1.25 -0.73
N -0.18 -2.63 -1.13
H -0.54 1.91 -1.23
H 0.88 3.04 -1.31
H 0.25 2.09 -2.64
H 1.48 0.18 -1.73
H 2.45 1.30 -0.79
H -0.18 -0.81 1.31
H -1.62 -1.25 -0.55
H -0.42 -0.73 -1.68
H 0.82 -2.76 -1.00
H -0.65 -3.27 -0.52
O -2.54 -0.19 2.20
H -1.70 -0.03 2.63
H -2.45 0.50 1.52
```

natural (NBO) population analysis, charges in e, atoms 1 to 2: -0.62 -0.51

***

--- Q ---
2 unconnected molecules or ions with the total composition C4H12N2O2. Source: the OMol25 dataset; level of theory: wB97M-V/def2-TZVPD.

Computed properties:
SMILES string = CN(C=O)CCN.O
Net charge = 0
HOMO level = -9.52 eV
Multiplicity = 1
LUMO energy = 0.8 eV

Structure (XYZ):
```
20
C4H12N2O2 (wB97M-V/def2-TZVPD)
C 1.69 1.18 0.14
N 0.31 1.07 -0.35
C -0.71 1.17 0.60
O -0.38 1.57 1.70
C 0.11 0.40 -1.64
C 0.39 -1.16 -1.48
N -0.93 -1.76 -1.31
H 2.50 1.73 -0.39
H 2.13 0.24 0.47
H 1.67 1.81 1.03
H -1.74 1.08 0.26
H -0.87 0.70 -1.99
H 0.90 0.74 -2.33
H 0.85 -1.51 -2.39
H 1.04 -1.33 -0.62
H -0.97 -2.68 -0.90
H -1.50 -1.21 -0.67
O -0.53 -1.75 2.12
H -1.39 -1.34 2.14
H -0.02 -1.16 1.53
```

natural (NBO) population analysis, charges in e, atoms 1 to 2: -0.46 -0.44

***

Quick ranking, most stable first: P, Q.

***

--- P ---
2 unconnected molecules or ions with the total composition C6H12N2O. Source: the OMol25 dataset; level of theory: wB97M-V/def2-TZVPD.

Computed properties:
SMILES string = Cc1c[nH]cn1.CCO
Net charge = 0
HOMO level = -8.83 eV
Multiplicity = 1
LUMO energy = 0.8 eV

Structure (XYZ):
```
21
C6H12N2O (wB97M-V/def2-TZVPD)
C -0.83 -0.63 2.17
C -1.45 -0.75 0.83
C -2.72 -0.55 0.37
N -2.71 -0.79 -0.98
C -1.41 -0.95 -1.33
N -0.63 -1.01 -0.27
H -1.34 0.13 2.77
H 0.21 -0.33 2.08
H -0.92 -1.59 2.68
H -3.65 -0.52 0.92
H -3.42 -0.81 -1.70
H -1.00 -1.13 -2.31
C 1.75 1.44 -1.20
C 2.81 0.98 -0.22
O 2.42 -0.17 0.49
H 0.80 1.68 -0.75
H 1.60 0.62 -1.91
H 2.12 2.35 -1.69
H 3.80 0.80 -0.63
H 2.97 1.80 0.51
H 1.60 -0.56 0.15
```

natural (NBO) population analysis, charges in e, atoms 1 to 2: -0.65 0.10

***

--- Q ---
2 unconnected molecules or ions with the total composition C6H12N2O. Source: the OMol25 dataset; level of theory: wB97M-V/def2-TZVPD.

Computed properties:
SMILES string = Cc1c[nH]cn1.CCO
Net charge = 0
HOMO level = -8.56 eV
Multiplicity = 1
LUMO energy = 0.8 eV

Structure (XYZ):
```
21
C6H12N2O (wB97M-V/def2-TZVPD)
C -1.09 -1.00 -0.75
C -0.28 -1.32 0.43
C 0.85 -2.17 0.56
N 1.40 -1.94 1.82
C 0.49 -1.16 2.47
N -0.53 -0.77 1.68
H -2.14 -1.16 -0.49
H -0.71 -1.68 -1.58
H -1.02 -0.10 -1.17
H 1.32 -2.95 -0.06
H 1.99 -2.57 2.44
H 0.83 -0.88 3.52
C -1.46 2.49 -1.70
C 0.01 2.92 -1.84
O 0.91 1.80 -1.60
H -1.61 1.41 -2.04
H -2.22 3.06 -2.09
H -1.78 2.47 -0.56
H 0.14 3.54 -2.81
H 0.09 3.70 -1.00
H 0.57 1.18 -0.98
```

natural (NBO) population analysis, charges in e, atoms 1 to 2: -0.63 0.10

***

--- R ---
2 unconnected molecules or ions with the total composition C6H12N2O. Source: the OMol25 dataset; level of theory: wB97M-V/def2-TZVPD.

Computed properties:
SMILES string = NN[C@H]1C=C1O.C=CC
Net charge = 0
HOMO level = -8.58 eV
Multiplicity = 1
LUMO energy = 0.7 eV

Structure (XYZ):
```
21
C6H12N2O (wB97M-V/def2-TZVPD)
N 2.03 -1.63 -0.49
N 1.21 -1.54 0.67
C -0.15 -2.01 0.47
C -1.26 -1.47 1.33
C -1.18 -0.99 0.11
O -1.74 -0.45 -0.97
H 1.70 -0.92 -1.15
H 1.92 -2.54 -0.95
H 1.67 -2.07 1.41
H -0.23 -3.03 0.07
H -1.63 -1.42 2.32
H -2.53 0.04 -0.72
C -0.53 1.88 1.03
C 0.37 1.69 0.06
C 0.24 2.24 -1.32
H -1.38 2.53 0.90
H -0.36 1.51 2.03
H 1.21 1.05 0.23
H 0.03 1.43 -2.03
H -0.57 2.97 -1.38
H 1.17 2.71 -1.63
```

natural (NBO) population analysis, charges in e, atoms 1 to 2: -0.66 -0.48

***

--- S ---
C6H12N2O in the gas phase. Source: the OMol25 dataset; level of theory: wB97M-V/def2-TZVPD.

Computed properties:
SMILES string = [H]/N=C(/C)C[C@@H](N)C(C)=O
Net charge = 0
HOMO level = -9.12 eV
Multiplicity = 1
LUMO energy = 0.7 eV

Structure (XYZ):
```
21
C6H12N2O (wB97M-V/def2-TZVPD)
H 0.98 -0.86 -1.76
N 0.85 -1.71 -1.23
C 0.22 -1.59 -0.15
C 0.03 -2.78 0.74
C -0.71 -0.36 0.24
C 0.38 0.78 0.49
N 1.79 0.70 0.45
C -0.15 1.52 -0.77
C -1.18 2.59 -0.50
O 0.47 1.47 -1.82
H 0.33 -2.54 1.77
H 0.62 -3.62 0.38
H -1.01 -3.08 0.76
H -1.54 -0.37 -0.47
H -1.15 -0.62 1.21
H 0.06 1.29 1.40
H 2.17 -0.01 1.06
H 2.13 0.63 -0.51
H -1.66 2.89 -1.43
H -1.94 2.24 0.21
H -0.69 3.45 -0.06
```

natural (NBO) population analysis, charges in e, atoms 1 to 2: 0.35 -0.64

***

Quick ranking, most stable first: P, S, Q, R.

***

--- P ---
2 unconnected molecules or ions with the total composition C6H12N2O. Source: the OMol25 dataset; level of theory: wB97M-V/def2-TZVPD.

Computed properties:
SMILES string = C=C1CN1C.N/C=C/O
Net charge = 0
HOMO level = -7.60 eV
Multiplicity = 1
LUMO energy = 0.9 eV

Structure (XYZ):
```
21
C6H12N2O (wB97M-V/def2-TZVPD)
C 0.68 0.25 -2.12
C -0.15 0.21 -1.09
C -1.55 -0.01 -0.74
N -0.79 1.07 -0.12
C -1.13 2.45 -0.36
H 0.53 -0.41 -2.97
H 1.58 0.83 -2.10
H -2.32 0.27 -1.45
H -1.85 -0.83 -0.09
H -0.25 3.07 -0.19
H -1.50 2.64 -1.37
H -1.90 2.75 0.36
N 1.31 0.12 1.75
C 1.11 -1.05 0.99
C 0.56 -2.16 1.54
O 0.71 -3.43 1.05
H 0.86 0.93 1.32
H 0.97 0.04 2.70
H 1.79 -1.17 0.15
H 0.14 -2.18 2.53
H 1.20 -3.38 0.21
```

natural (NBO) population analysis, charges in e, atoms 1 to 2: -0.48 0.18

***

--- Q ---
A molecular structure, C6H12N2O. Source: the OMol25 dataset; level of theory: wB97M-V/def2-TZVPD.

Computed properties:
Net charge = 0
HOMO level = -9.28 eV
Multiplicity = 1
LUMO energy = 0.5 eV

Structure (XYZ):
```
21
C6H12N2O (wB97M-V/def2-TZVPD)
C 1.92 0.86 -1.05
C 1.63 -0.38 -0.07
C 2.55 -0.15 0.99
C -1.72 -1.37 -0.27
C -2.63 -0.27 0.31
C -1.89 0.95 0.76
H 2.56 2.12 -0.94
H 2.41 0.44 -2.24
H 0.67 1.47 -1.25
H 2.45 -0.98 1.74
H 2.18 1.11 1.24
H 3.64 -0.14 0.60
H -0.46 -0.06 -1.46
H -1.51 -2.02 0.53
H -2.54 -1.81 -0.86
H -3.48 -0.82 1.20
H -0.79 0.74 0.84
H -2.43 1.64 1.54
N 0.61 -1.08 0.03
N -0.37 -1.14 -1.02
O -2.79 0.91 -0.61
```

natural (NBO) population analysis, charges in e, atoms 1 to 2: -0.78 0.21

***

--- R ---
C6H12N2O in the gas phase. Source: the OMol25 dataset; level of theory: wB97M-V/def2-TZVPD.

Computed properties:
SMILES string = CN(C)C(=O)C1(N)CC1
Net charge = 0
HOMO level = -8.30 eV
Multiplicity = 1
LUMO energy = 0.9 eV

Structure (XYZ):
```
21
C6H12N2O (wB97M-V/def2-TZVPD)
C 1.36 -1.94 0.30
N 0.18 -1.11 0.16
C -1.05 -1.76 0.56
C 0.36 0.22 0.68
O 1.06 0.46 1.66
C 0.16 1.18 -0.47
N 1.33 1.80 -1.03
C -1.19 1.28 -1.12
C -1.07 1.93 0.25
H 2.23 -1.41 -0.08
H 1.53 -2.19 1.35
H 1.22 -2.86 -0.28
H -1.19 -2.66 -0.05
H -1.00 -2.05 1.61
H -1.91 -1.10 0.41
H 2.02 2.02 -0.31
H 1.77 1.22 -1.75
H -1.84 0.43 -1.20
H -1.26 1.93 -1.99
H -0.95 3.01 0.28
H -1.75 1.59 1.02
```

natural (NBO) population analysis, charges in e, atoms 1 to 2: -0.40 -0.52

***

--- S ---
C6H12N2O in the gas phase. Source: the OMol25 dataset; level of theory: wB97M-V/def2-TZVPD.

Computed properties:
SMILES string = CC(C)=C(O)/N=C(/C)N
Net charge = 0
HOMO level = -7.01 eV
Multiplicity = 1
LUMO energy = 0.5 eV

Structure (XYZ):
```
21
C6H12N2O (wB97M-V/def2-TZVPD)
C 0.51 1.81 0.22
C -0.30 0.70 0.82
C -1.62 1.13 1.40
C 0.29 -0.51 1.21
O -0.08 -1.16 2.35
N 1.10 -1.11 0.34
C 0.48 -0.96 -0.85
C 1.35 -0.75 -2.06
N -0.81 -1.42 -1.17
H 0.05 2.18 -0.70
H 0.56 2.66 0.91
H 1.53 1.52 -0.01
H -2.28 1.47 0.59
H -2.14 0.32 1.92
H -1.51 1.97 2.10
H 0.37 -2.02 2.32
H 1.08 0.20 -2.54
H 1.23 -1.56 -2.78
H 2.40 -0.71 -1.77
H -1.36 -1.70 -0.37
H -0.85 -2.08 -1.94
```

natural (NBO) population analysis, charges in e, atoms 1 to 2: -0.63 -0.16

***

Quick ranking, most stable first: S, R, P, Q.

***

--- P ---
2 unconnected molecules or ions with the total composition C6H12N2O. Source: the OMol25 dataset; level of theory: wB97M-V/def2-TZVPD.

Computed properties:
SMILES string = C=NC(=C)C.C/C=N\O
Net charge = 0
HOMO level = -9.11 eV
Multiplicity = 1
LUMO energy = 0.9 eV

Structure (XYZ):
```
21
C6H12N2O (wB97M-V/def2-TZVPD)
C 1.94 -1.86 0.41
N 1.43 -0.77 0.75
C 1.65 0.43 0.09
C 1.49 0.56 -1.23
C 1.93 1.57 1.02
H 2.67 -1.98 -0.40
H 1.67 -2.76 0.95
H 1.23 -0.29 -1.85
H 1.55 1.52 -1.71
H 1.99 2.50 0.47
H 1.15 1.63 1.77
H 2.88 1.40 1.53
C -2.08 0.83 0.07
C -1.85 -0.64 0.14
N -2.54 -1.56 -0.38
O -3.67 -1.17 -1.11
H -2.19 1.23 1.08
H -2.97 1.06 -0.51
H -1.21 1.31 -0.38
H -0.99 -0.99 0.68
H -4.05 -2.01 -1.40
```

natural (NBO) population analysis, charges in e, atoms 1 to 2: -0.02 -0.43

***

--- Q ---
A molecular structure, C6H12N2O. Source: the OMol25 dataset; level of theory: wB97M-V/def2-TZVPD.

Computed properties:
Net charge = 0
HOMO level = -6.59 eV
Multiplicity = 1
LUMO energy = 0.4 eV

Structure (XYZ):
```
21
C6H12N2O (wB97M-V/def2-TZVPD)
C -0.54 1.24 -0.79
C 2.35 -0.16 0.84
C -2.35 -0.72 1.27
C -0.48 -1.31 -1.41
C 0.90 1.36 -0.44
C -0.54 -0.34 -0.25
O 1.57 2.52 -0.43
N 1.26 0.21 -0.02
N -0.97 -0.73 0.90
H 2.47 2.39 -0.09
H -0.74 1.45 -1.84
H -1.17 1.83 -0.12
H 3.04 -0.80 0.30
H 2.89 0.70 1.28
H 1.91 -0.73 1.66
H -2.90 -1.59 0.86
H -2.39 -0.87 2.36
H -2.90 0.19 0.99
H -1.44 -1.33 -1.93
H -0.27 -2.31 -1.04
H 0.30 -1.00 -2.11
```

natural (NBO) population analysis, charges in e, atoms 1 to 2: -0.58 -0.44

***

Quick ranking, most stable first: P, Q.

***

--- P ---
2 unconnected molecules or ions with the total composition C10H7N3S. Source: the OMol25 dataset; level of theory: wB97M-V/def2-TZVPD.

Computed properties:
Net charge = 0
HOMO level (alpha / beta) = -8.56 / -8.56 eV
Multiplicity = 1
LUMO energy (alpha / beta) = -1.3 / -1.3 eV

Structure (XYZ):
```
21
C10H7N3S (wB97M-V/def2-TZVPD)
C -2.57 0.70 0.84
C 2.48 1.65 1.15
C 1.38 2.57 1.01
C 2.22 0.32 1.03
C 0.06 2.15 0.99
C 0.96 -0.12 0.98
C -1.59 -2.90 -1.98
C -0.59 -2.30 -2.71
C -0.14 0.76 0.96
C -1.19 -1.21 -0.71
N -3.63 1.13 1.09
N -1.93 -2.22 -0.80
N -1.39 0.12 0.95
S -0.03 -0.89 -1.94
H 3.49 2.03 1.11
H 1.70 3.56 0.95
H 3.02 -0.38 0.96
H -0.81 2.75 0.97
H 0.68 -1.18 0.84
H -2.11 -3.72 -2.22
H 0.00 -2.82 -3.47
```

natural (NBO) population analysis, charges in e, atoms 1 to 2: 0.39 -0.21

***

--- Q ---
C10H7N3S in the gas phase. Source: the OMol25 dataset; level of theory: wB97M-V/def2-TZVPD.

Computed properties:
SMILES string = Cc1nc(C#Cc2cnccn2)cs1
Net charge = 0
HOMO level = -8.71 eV
Multiplicity = 1
LUMO energy = -0.4 eV

Structure (XYZ):
```
21
C10H7N3S (wB97M-V/def2-TZVPD)
C -1.26 -4.57 -1.89
C -0.69 -3.18 -2.16
N -0.63 -2.39 -1.06
C -0.28 -1.12 -1.33
C -0.35 0.09 -0.33
C 0.10 0.85 0.46
C 0.34 1.80 1.45
C 0.53 1.86 2.86
N 0.94 2.87 3.68
C 1.19 4.03 3.03
C 0.99 4.08 1.51
N 0.63 2.99 0.78
C -0.26 -0.90 -2.72
S -0.35 -2.43 -3.61
H -2.12 -4.70 -2.50
H -1.81 -4.33 -0.73
H -0.74 -5.61 -2.04
H 0.45 0.82 3.51
H 1.86 4.87 3.56
H 1.41 4.96 0.92
H 0.05 0.02 -3.37
```

natural (NBO) population analysis, charges in e, atoms 1 to 2: -0.66 -0.03

***

Quick ranking, most stable first: P, Q.